Molecular formula: C22H18FeO7
Method: DFT, ωB97M-V with the def2-TZVPD basis set

Geometry (Å):
C  2.9887  3.2008  -0.6241
C  1.6101  3.1495  0.0077
C  1.1068  4.5261  0.4394
O  0.6265  2.6237  -0.9107
C  0.7057  1.2849  -1.2284
O  0.0415  0.8975  -2.1751
C  1.4728  0.4143  -0.3381
C  2.1743  -0.7296  -0.8615
C  2.9770  -1.5573  -0.0201
C  3.4089  -2.8093  -0.4504
C  3.1190  -3.2585  -1.7437
C  2.3963  -2.4354  -2.6146
C  1.9548  -1.1808  -2.1995
C  1.8014  0.9630  0.9864
O  2.0864  0.3004  1.9606
O  1.6164  2.3167  1.1839
H  3.3213  2.2108  -0.9570
H  2.9575  3.8867  -1.4787
H  3.6965  3.5994  0.1128
H  0.0945  4.4391  0.8446
H  1.7702  4.9380  1.2048
H  1.0930  5.1961  -0.4249
H  3.1956  -1.2054  0.9868
H  3.9752  -3.4364  0.2410
H  3.4577  -4.2423  -2.0745
H  2.1631  -2.7621  -3.6303
H  1.3809  -0.5426  -2.8698
O  -6.3557  -1.2305  2.0108
C  -5.3222  -0.9572  1.5657
Fe  -3.5815  -0.7612  1.4799
C  -3.3450  0.0322  3.0604
O  -3.2376  0.2650  4.1850
C  -3.3383  -2.3342  2.2271
O  -3.4275  -3.2794  2.9147
C  -0.4585  -0.7668  0.4614
C  -0.8489  -1.8170  -0.3798
C  -2.1239  -2.2122  -0.7248
C  -3.3545  -1.5318  -0.4177
C  -3.4497  -0.0956  -0.5085
C  -2.5704  0.6623  0.2491
C  -1.5207  0.0654  1.0192
H  0.4022  -0.9024  1.1091
H  -0.0320  -2.4279  -0.7844
H  -2.2265  -3.1358  -1.3104
H  -4.2663  -2.1206  -0.6330
H  -4.2534  0.3625  -1.0907
H  -2.6959  1.7493  0.3087
H  -1.1861  0.6486  1.8916

Forces on atoms 1 to 6 (eV/Å):
C 0.0 0.2 0.0
C -0.6 -0.1 0.2
C 0.1 -0.4 -0.1
O 0.6 -0.5 0.2
C -1.5 0.5 -1.2
O 0.8 0.5 1.0

The value obtained for the LUMO energy (spin up / spin down) is 0.50 / -2.73 eV. The multiplicity is 5. As for the net charge: 0. Its HOMO energy (spin up / spin down) is -5.6 / -8.8 eV. The value obtained for the HOMO-LUMO gap (spin up / spin down) is 6.10 / 6.09 eV. For the total energy, the calculation gives -2639.33007 hartree.


Molecular formula: C26H91BN7O28
Method: DFT, ωB97M-V with the def2-TZVPD basis set

Geometry (Å):
C  -1.0705  4.8159  -2.6653
C  0.1907  4.8902  -1.7417
B  -0.1543  3.9131  -0.5855
O  -1.0779  4.2689  0.3758
C  0.5417  2.4545  -0.5340
C  -0.1923  1.6201  -1.5903
C  0.0088  1.9255  -2.9314
C  -0.6733  1.2337  -3.9126
C  -1.5759  0.2710  -3.4988
C  -1.7393  0.0417  -2.1448
N  -1.0558  0.6869  -1.2014
N  1.9310  2.6960  -1.0387
C  2.7539  1.6045  -1.0404
N  3.7889  1.6206  -1.8673
C  4.8074  0.5638  -1.8770
N  4.6081  -0.4195  -2.9255
C  5.6812  -0.4155  -3.9411
C  3.9565  2.7764  -2.7635
C  3.0595  2.8221  -3.9855
C  2.7603  1.5619  -4.7161
N  2.5722  3.9184  -4.3896
N  2.5249  0.5735  -0.1802
C  1.8599  -0.6310  -0.7849
C  2.6627  -1.9308  -0.7784
C  1.9133  -3.1562  -0.2690
C  0.5872  -3.3614  -0.9851
O  -0.4958  -3.0107  -0.0942
C  -1.7062  -3.3484  -0.5271
C  -2.7845  -3.1507  0.4744
O  -1.8929  -3.8193  -1.6274
C  1.9750  1.1381  1.0841
C  2.0773  0.2030  2.2667
O  1.4047  -1.0426  2.1215
O  1.9885  -1.8774  3.1310
C  0.6513  1.9251  0.9122
C  -0.5964  1.2758  1.5165
C  -0.8785  1.4538  3.0158
O  -0.5730  0.2599  3.7471
C  -0.1973  2.6128  3.7463
N  -0.1663  2.4821  5.1902
H  -1.8374  4.1621  -2.2509
H  -0.8196  4.4412  -3.6492
H  -1.5325  5.7891  -2.7694
H  1.0833  4.6247  -2.2918
H  0.2893  5.9123  -1.3844
H  -0.8482  5.1120  0.7787
H  0.6940  2.7031  -3.2136
H  -0.5226  1.4744  -4.9525
H  -2.1412  -0.3106  -4.2086
H  -2.4527  -0.6991  -1.8142
H  2.3584  3.5164  -0.6198
H  5.7624  1.0727  -2.0034
H  4.8177  0.0965  -0.8999
H  4.6768  -1.3203  -2.4697
H  5.8086  0.5798  -4.3519
H  6.6345  -0.7448  -3.5256
H  5.4169  -1.1136  -4.7270
H  3.8035  3.6856  -2.1957
H  4.9964  2.7847  -3.0820
H  3.6787  1.1752  -5.1581
H  2.0656  1.7712  -5.5197
H  2.4019  0.7751  -4.0614
H  2.8457  4.7140  -3.8105
H  1.6379  -0.3806  -1.8202
H  0.8954  -0.7737  -0.3085
H  3.6152  -1.8103  -0.2787
H  2.9127  -2.1647  -1.8102
H  1.7696  -3.1610  0.8030
H  2.5259  -4.0124  -0.5302
H  0.5055  -2.7100  -1.8544
H  0.4537  -4.3863  -1.3091
H  -2.8793  -2.1037  0.7505
H  -2.5599  -3.6739  1.3971
H  -3.7284  -3.5005  0.0798
H  2.7131  1.8898  1.3690
H  3.1281  -0.0126  2.4477
H  1.7037  0.7190  3.1485
H  2.7883  -2.2360  2.6990
H  0.8350  2.8328  1.4880
H  -0.5573  0.2110  1.2993
H  -1.4694  1.6142  0.9737
H  -1.9540  1.6263  3.0998
H  -0.7999  -0.4989  3.1987
H  0.8319  2.7383  3.4152
H  -0.7109  3.5374  3.4811
H  -1.0068  2.0412  5.5363
H  0.6136  1.9068  5.4634
O  -0.0104  3.8812  -6.0427
H  0.8200  3.8278  -5.5432
H  -0.1851  4.8291  -6.1044
O  -3.8117  -3.5802  -4.0472
H  -3.4888  -3.0755  -4.7988
H  -3.0398  -3.7450  -3.4934
O  -6.6546  -2.1536  -3.1744
H  -5.8897  -2.6542  -3.4828
H  -6.4521  -1.9509  -2.2558
O  -2.8295  -1.2920  3.1524
H  -3.4970  -1.8998  3.4882
H  -2.7619  -0.6302  3.8507
O  2.4057  -0.4402  6.3992
H  1.8160  0.2840  6.6356
H  1.9516  -0.8958  5.6811
O  3.1041  -4.7327  2.3538
H  3.6674  -5.4959  2.5222
H  2.6807  -4.5635  3.2038
O  -4.0315  -1.6376  5.6972
H  -3.3703  -2.3042  5.9115
H  -4.4922  -1.4799  6.5325
O  -0.4226  -3.5157  4.7871
H  0.2156  -2.8628  4.4739
H  -1.1921  -3.3817  4.2194
O  -3.6652  6.0460  -4.0576
H  -4.2943  6.2791  -4.7504
H  -4.1879  6.1172  -3.2523
O  -1.0416  -6.6960  -0.4230
H  -1.5624  -5.9403  -0.7178
H  -1.4315  -6.9508  0.4186
O  -5.4505  -0.7400  0.5414
H  -5.1006  -0.2430  -0.2037
H  -4.7229  -0.7676  1.1737
O  -6.0196  -5.9409  -3.7421
H  -6.8826  -5.5185  -3.7889
H  -5.3939  -5.2105  -3.6931
O  2.1297  -1.4634  9.1539
H  2.4023  -0.9801  8.3621
H  2.9406  -1.6385  9.6385
O  -2.9000  -4.7754  3.2796
H  -1.9962  -5.0828  3.4217
H  -3.3915  -5.1323  4.0274
O  5.4109  -3.3908  -0.2948
H  6.3083  -3.7237  -0.1902
H  4.9282  -3.7343  0.4699
O  2.3635  6.9941  -2.8302
H  1.5754  7.4858  -3.0821
H  3.0782  7.6361  -2.8959
O  -1.4089  6.8989  -6.1894
H  -2.1885  6.5721  -5.7282
H  -1.1912  7.7217  -5.7425
O  3.3491  -6.2080  -1.7641
H  2.7068  -5.8395  -2.3781
H  2.8431  -6.3881  -0.9646
O  -6.4277  0.5740  5.0438
H  -6.1244  1.1526  4.3375
H  -5.7722  -0.1302  5.0702
O  -5.9316  -1.9758  8.0236
H  -6.6586  -1.6841  7.4626
H  -6.3259  -2.1733  8.8775
O  4.6344  -2.1285  2.1905
H  5.0767  -1.7048  1.4462
H  5.3376  -2.3125  2.8231
O  -5.0553  2.1410  1.4333
H  -4.5548  2.8865  1.0857
H  -5.8547  2.0984  0.8992

Forces on atoms 1 to 6 (eV/Å):
C 0.1 0.1 0.3
C -0.4 0.1 0.0
B -0.1 0.2 0.1
O 0.7 -0.6 0.4
C 0.0 -0.1 0.0
C 0.1 -0.1 0.0

The value obtained for the LUMO energy is -2.65 eV. As for the net charge: +1. Its HOMO energy is -11.2 eV. The value obtained for the HOMO-LUMO gap is 8.59 eV. For the total energy, the calculation gives -3559.88534 hartree.


Molecular formula: C5H14
Method: DFT, ωB97M-V with the def2-TZVPD basis set

Geometry (Å):
C  -1.4000  0.1532  -2.0845
C  -0.7001  0.9315  -0.9344
C  -0.0528  2.3187  -1.5295
H  -2.3836  0.5195  -2.3327
H  -0.8633  0.1851  -3.0946
H  -1.2069  -0.9396  -1.9304
H  0.0371  0.3091  -0.3215
H  -1.5555  1.0498  -0.2248
H  0.7641  2.3956  -2.1940
H  0.3435  3.0374  -0.6949
H  -0.8096  2.9161  -2.0408
C  0.6474  -2.2669  2.3722
C  1.2834  -0.9554  1.9104
H  0.2559  -2.0851  3.3804
H  -0.1252  -2.4734  1.6927
H  1.4208  -3.0283  2.4871
H  2.4070  -1.3032  2.0628
H  0.8049  -0.1075  2.5955
H  1.1328  -0.6567  0.8812

Forces on atoms 1 to 6 (eV/Å):
C 3.0 -1.3 -1.5
C 0.6 0.6 -0.8
C -1.3 1.0 3.6
H -0.5 -0.4 0.5
H -0.2 0.7 1.2
H -1.4 0.7 0.3

The value obtained for the LUMO energy is 1.04 eV. Its SMILES is CCC.CC. As for the net charge: 0. Its HOMO energy is -11.0 eV. The value obtained for the HOMO-LUMO gap is 11.99 eV. For the total energy, the calculation gives -198.81686 hartree.


Molecular formula: C4H11NS
Method: DFT, ωB97M-V with the def2-TZVPD basis set

Geometry (Å):
C  -1.9823  -1.3380  1.9890
C  -2.9206  -0.5929  1.4159
N  -4.0596  -1.0744  0.7985
H  -1.9561  -2.4164  1.8907
H  -1.2213  -0.9633  2.6503
H  -2.8701  0.4756  1.5835
H  -4.1970  -2.0675  0.9190
H  -4.4709  -0.7090  -0.0427
C  2.7630  -0.1659  -0.4044
S  1.8131  1.3741  -0.5427
C  2.4899  2.0917  -2.0493
H  3.8226  0.0294  -0.5146
H  2.5750  -0.5435  0.5997
H  2.4069  -0.8704  -1.1435
H  1.6587  2.3947  -2.6700
H  3.0757  1.4029  -2.6458
H  3.0731  2.9727  -1.8336

Forces on atoms 1 to 6 (eV/Å):
C 0.1 -0.7 0.1
C 0.1 0.4 0.4
N -0.3 -0.7 0.3
H -0.2 -0.1 -0.1
H 0.1 0.5 -0.1
H -0.1 0.2 -0.3

The value obtained for the LUMO energy is 1.09 eV. Its SMILES is C=CN.CSC. As for the net charge: 0. Its HOMO energy is -8.2 eV. The value obtained for the HOMO-LUMO gap is 9.33 eV. For the total energy, the calculation gives -611.90026 hartree.


Molecular formula: C25H22N5O2PPd
Method: DFT, ωB97M-V with the def2-TZVPD basis set

Geometry (Å):
Pd  0.6706  1.6153  -0.3975
N  2.4108  2.0781  3.3791
C  1.1689  2.1535  3.9702
C  0.2656  2.0299  2.9660
N  0.9341  1.8788  1.7758
C  2.2293  1.9156  2.0603
C  3.2195  1.7964  0.9930
N  2.8327  1.6571  -0.2759
C  3.9799  1.6034  -1.0293
C  5.0554  1.7005  -0.2118
N  4.5552  1.8229  1.0661
H  3.2901  2.1448  3.8667
H  1.0468  2.2915  5.0297
H  -0.8101  2.0435  3.0163
H  3.9530  1.5012  -2.0992
H  6.1111  1.6995  -0.4159
H  5.1138  1.9226  1.8989
O  1.4558  2.4096  -3.1458
N  0.6926  1.3942  -2.6081
C  0.1564  0.5582  -3.4072
C  -0.7072  -0.5974  -3.1650
C  -1.1059  -1.2395  -4.3400
C  -1.9429  -2.3394  -4.3132
C  -2.4079  -2.8212  -3.1043
C  -2.0257  -2.2021  -1.9231
C  -1.1770  -1.1042  -1.9347
P  -0.7530  -0.3592  -0.3329
C  -2.3198  0.2435  0.3306
C  -3.0153  1.2217  -0.3751
C  -4.2143  1.6932  0.1208
C  -4.7216  1.1983  1.3175
C  -4.0303  0.2251  2.0205
C  -2.8261  -0.2569  1.5287
C  0.1063  -1.6202  0.6520
C  0.4259  -1.4226  1.9972
C  1.0840  -2.4070  2.7100
C  1.4404  -3.5983  2.0934
C  1.1319  -3.8009  0.7557
C  0.4673  -2.8240  0.0367
H  1.4659  2.3432  -4.1155
H  0.3485  0.7184  -4.4725
H  -0.7613  -0.8718  -5.2983
H  -2.2366  -2.8161  -5.2385
H  -3.0685  -3.6771  -3.0760
H  -2.3964  -2.5818  -0.9781
H  -2.6288  1.6159  -1.3085
H  -4.7584  2.4516  -0.4257
H  -5.6616  1.5740  1.6986
H  -4.4289  -0.1628  2.9481
H  -2.2893  -1.0239  2.0751
H  0.1462  -0.5027  2.5050
H  1.3151  -2.2462  3.7547
H  1.9543  -4.3675  2.6541
H  1.4068  -4.7267  0.2686
H  0.2454  -3.0070  -1.0040
O  -0.3930  3.0750  -0.4933

Forces on atoms 1 to 6 (eV/Å):
Pd 0.8 -1.0 -0.5
N 0.0 0.0 0.2
C 0.2 0.0 0.1
C -0.2 0.0 -0.2
N 0.7 0.0 0.4
C -0.1 -0.1 -0.3

The value obtained for the LUMO energy (spin up / spin down) is -5.85 / -7.93 eV. The multiplicity is 5. As for the net charge: +2. Its HOMO energy (spin up / spin down) is -13.8 / -14.5 eV. The value obtained for the HOMO-LUMO gap (spin up / spin down) is 7.99 / 6.59 eV. For the total energy, the calculation gives -1858.68621 hartree.


Molecular formula: C4H15NO3
Method: DFT, ωB97M-V with the def2-TZVPD basis set

Geometry (Å):
C  -1.3336  -0.5578  -0.1956
N  -1.2007  -1.1222  1.1603
C  -0.4630  -0.2738  2.1088
C  0.3815  2.0917  1.9279
C  0.3513  0.8389  1.4719
H  -1.5766  0.4860  -0.0147
H  -2.3159  -1.0359  -0.4596
H  -0.5934  -0.9310  -0.8889
H  -0.8455  -2.0876  1.0815
H  -1.2124  0.1351  2.8122
H  0.3303  -0.7141  2.6699
H  0.9263  2.7912  1.3831
H  -0.2440  2.3125  2.7713
H  0.7728  0.6430  0.4562
H  2.3769  0.0479  -2.6903
H  1.7216  -1.4185  -2.6279
O  1.6480  -0.4943  -2.3426
H  -0.6467  1.9357  -2.9413
H  -0.3500  2.5687  -1.6555
O  -1.0161  2.6095  -2.3543
H  1.5541  -3.2300  -0.4267
H  0.9486  -1.9507  -0.9423
O  0.7866  -2.6445  -0.3035

Forces on atoms 1 to 6 (eV/Å):
C -2.8 -1.8 1.5
N 1.0 -0.6 0.5
C -0.2 0.8 -0.8
C -0.7 -2.1 0.1
C -0.9 0.6 -1.3
H 0.6 0.2 -1.0

The value obtained for the LUMO energy (spin up / spin down) is 3.53 / 3.47 eV. The multiplicity is 2. As for the net charge: -1. Its HOMO energy (spin up / spin down) is 0.3 / -5.3 eV. The value obtained for the HOMO-LUMO gap (spin up / spin down) is 3.26 / 8.80 eV. For the total energy, the calculation gives -441.77895 hartree.


> Among the records above, which one has the highest total energy?

C5H14